Entry 1:
{"formula": "C5H6O2", "method": "ωB97M-V with the def2-TZVPD basis set", "symbols": ["O", "C", "C", "O", "C", "C", "C", "H", "H", "H", "H", "H", "H"], "coordinates": [[0.894, 2.133, 0.396], [0.438, 1.015, 0.302], [1.361, -0.149, -0.069], [0.821, -0.971, -1.123], [0.112, -0.312, -1.997], [-1.428, -0.456, 1.055], [-0.981, 0.732, 0.654], [1.524, -0.815, 0.784], [2.318, 0.258, -0.398], [-0.186, -1.117, -2.710], [-0.791, -1.338, 1.086], [-2.457, -0.590, 1.378], [-1.626, 1.608, 0.642]], "forces_ev_per_a": [[-0.145, -0.426, -0.031], [0.088, 0.256, 0.075], [0.151, 0.081, 0.190], [-0.232, 0.193, -0.252], [0.162, -0.384, 0.053], [0.067, 0.128, -0.034], [-0.102, -0.123, 0.099], [-0.033, 0.135, -0.089], [-0.140, -0.035, 0.022], [0.009, 0.133, 0.059], [-0.089, 0.147, -0.033], [0.152, 0.033, -0.058], [0.112, -0.137, -0.002]], "mol_weight_g_mol": 98.10, "lumo_ev": 0.214}

=====

Entry 2:
{"formula": "F8Li3N4O16S8", "method": "ωB97M-V with the def2-TZVPD basis set", "symbols": ["Li", "Li", "Li", "N", "S", "O", "O", "F", "S", "O", "O", "F", "N", "S", "O", "O", "F", "S", "O", "O", "F", "N", "S", "O", "O", "F", "S", "O", "O", "F", "N", "S", "O", "O", "F", "S", "O", "O", "F"], "coordinates": [[-2.373, -3.951, -18.252], [-0.368, -10.886, -16.487], [-2.009, -7.178, -15.677], [-3.884, -4.634, -15.484], [-3.332, -3.920, -13.951], [-3.648, -4.613, -12.719], [-3.128, -2.479, -14.026], [-1.802, -4.489, -14.148], [-5.343, -4.498, -15.064], [-5.853, -3.132, -15.045], [-5.905, -5.456, -14.154], [-6.008, -5.087, -16.417], [2.384, -9.845, -16.684], [2.505, -8.261, -17.327], [1.242, -7.597, -17.307], [3.410, -7.781, -18.351], [3.193, -7.646, -16.025], [3.414, -10.390, -17.754], [4.880, -10.059, -17.571], [2.838, -10.656, -19.084], [3.240, -11.843, -17.137], [-3.088, -9.564, -17.231], [-3.268, -9.103, -18.871], [-3.117, -7.700, -19.080], [-4.061, -9.876, -19.808], [-1.831, -9.625, -19.351], [-4.529, -10.131, -17.120], [-4.565, -11.561, -17.399], [-5.715, -9.362, -17.494], [-4.646, -10.112, -15.511], [0.705, -10.976, -11.824], [-0.257, -12.079, -12.143], [-0.936, -11.983, -13.422], [-0.843, -12.689, -10.978], [0.877, -13.219, -12.410], [-0.542, -9.753, -11.567], [-1.603, -9.918, -10.611], [-0.781, -9.002, -12.811], [0.423, -8.756, -10.759]], "forces_ev_per_a": [[-0.402, -0.149, 0.392], [0.255, 0.000, 0.231], [-0.345, -0.260, 0.355], [3.734, 0.915, 2.538], [4.153, 0.572, 0.960], [-0.492, 1.346, -2.119], [-0.825, -2.513, -0.041], [-0.409, 0.108, -0.660], [-8.679, -0.690, -1.816], [1.201, -1.386, 0.441], [1.195, 0.876, 0.225], [0.807, 0.457, -0.376], [0.062, 4.170, -2.479], [0.355, 3.410, 2.795], [-1.632, -0.472, -0.127], [-1.035, -1.842, 0.527], [-0.003, -0.108, -0.055], [4.096, -5.123, -1.930], [-4.827, -0.789, -0.633], [1.249, 1.499, 1.793], [0.789, -0.832, 0.265], [0.559, 2.424, -3.205], [2.781, -1.293, -3.221], [-0.510, 0.811, 0.928], [0.076, 1.211, 2.248], [0.444, 0.077, 0.805], [-6.126, -4.860, 3.651], [0.322, 1.998, -0.050], [2.635, -0.179, -0.033], [0.595, 0.360, -0.623], [-1.395, 5.465, 1.177], [0.046, -7.015, -0.287], [-0.254, 0.004, 0.614], [-1.203, 0.619, -1.058], [-0.146, 0.599, -0.685], [2.327, 3.185, -0.207], [0.720, -0.700, -1.355], [-0.035, -1.389, 1.514], [-0.085, -0.504, -0.497]], "mol_weight_g_mol": 741.36, "lumo_ev": -1.903, "total_charge": -1}

=====

Copy entry 1 word for word.
{"formula": "C5H6O2", "method": "ωB97M-V with the def2-TZVPD basis set", "symbols": ["O", "C", "C", "O", "C", "C", "C", "H", "H", "H", "H", "H", "H"], "coordinates": [[0.894, 2.133, 0.396], [0.438, 1.015, 0.302], [1.361, -0.149, -0.069], [0.821, -0.971, -1.123], [0.112, -0.312, -1.997], [-1.428, -0.456, 1.055], [-0.981, 0.732, 0.654], [1.524, -0.815, 0.784], [2.318, 0.258, -0.398], [-0.186, -1.117, -2.710], [-0.791, -1.338, 1.086], [-2.457, -0.590, 1.378], [-1.626, 1.608, 0.642]], "forces_ev_per_a": [[-0.145, -0.426, -0.031], [0.088, 0.256, 0.075], [0.151, 0.081, 0.190], [-0.232, 0.193, -0.252], [0.162, -0.384, 0.053], [0.067, 0.128, -0.034], [-0.102, -0.123, 0.099], [-0.033, 0.135, -0.089], [-0.140, -0.035, 0.022], [0.009, 0.133, 0.059], [-0.089, 0.147, -0.033], [0.152, 0.033, -0.058], [0.112, -0.137, -0.002]], "mol_weight_g_mol": 98.10, "lumo_ev": 0.214}